119
Properties=species:S:1:pos:R:3:lowdin_charge:R:1 method="wB97M-V/def2-TZVPD" e_above_lowest_ev=1.400 lumo_energy_ev=3.63 gap_ha=0.2221 homo_ev=-2.41 charge=-2
Cs -1.3853 -1.1860 1.0494 1.24
O -0.7321 -7.4711 -1.4437 0.03
C -1.8611 -6.7755 -1.8295 -0.27
C -2.7732 -7.3627 -2.6981 -0.05
C -3.9195 -6.6715 -3.0691 -0.12
C -4.1463 -5.4036 -2.5633 -0.10
C -3.2215 -4.8301 -1.6990 -0.02
C -2.0623 -5.4900 -1.3280 -0.08
C -1.1103 -4.7782 -0.3319 -0.51
O -1.4742 -3.5643 -0.0239 -0.48
N 0.2538 -4.8151 -0.9930 0.02
N 1.1764 -4.0116 -0.5348 0.02
C 2.4070 -4.1736 -0.8584 -0.24
C 3.4308 -3.2459 -0.4258 -0.63
Br 2.8070 -1.8372 0.6644 0.94
C 4.7074 -3.4044 -0.8271 -0.13
C 5.9228 -2.6263 -0.6398 -0.22
C 6.0503 -1.4640 0.1351 -0.05
C 7.2644 -0.7987 0.2235 -0.09
C 8.3871 -1.2605 -0.4455 -0.12
C 8.2843 -2.4120 -1.2153 -0.11
C 7.0761 -3.0779 -1.3080 -0.06
H -0.7612 -8.3393 -1.8525 0.09
H -2.5864 -8.3625 -3.0817 0.10
H -4.6302 -7.1307 -3.7459 0.09
H -5.0446 -4.8624 -2.8364 0.09
H -3.3535 -3.8497 -1.2550 0.10
H -1.0422 -5.4451 0.5670 0.14
H 0.5667 -5.7015 -1.3826 0.11
H 2.7487 -4.9855 -1.5098 0.11
H 4.8640 -4.2799 -1.4530 0.10
H 5.2014 -1.0658 0.6676 0.03
H 7.3226 0.0995 0.8265 0.10
H 9.3283 -0.7299 -0.3693 0.09
H 9.1482 -2.7902 -1.7495 0.09
H 7.0063 -3.9725 -1.9167 0.10
C 2.7142 -1.0031 -2.8143 -0.09
C 1.2630 -0.5596 -2.6226 -0.21
C 1.0204 0.8304 -3.1501 -0.18
C 0.9544 1.0281 -4.5319 -0.06
C 0.7163 2.2764 -5.0736 -0.11
C 0.5331 3.3650 -4.2279 -0.07
C 0.5935 3.2086 -2.8529 -0.19
C 0.3927 4.3843 -1.9327 -0.21
C 1.7065 5.0353 -1.4966 -0.09
C 0.8566 1.9341 -2.3100 -0.21
N 0.8647 1.8594 -0.9018 0.12
C 2.0068 1.6864 -0.3397 -0.13
C 2.3068 1.8491 1.0432 -0.35
C 3.6324 1.9304 1.5258 -0.11
C 3.5429 2.4236 2.8254 -0.15
C 2.1711 2.5940 3.0674 -0.23
N 1.4220 2.2368 2.0180 0.07
H 2.8331 -2.0607 -2.5746 0.05
H 3.3909 -0.4373 -2.1701 0.06
H 3.0366 -0.8497 -3.8476 0.07
H 0.9692 -0.6013 -1.5767 0.07
H 0.5962 -1.2554 -3.1397 0.11
H 1.0743 0.1691 -5.1848 0.11
H 0.6559 2.4022 -6.1490 0.08
H 0.3294 4.3485 -4.6405 0.10
H -0.1348 4.0434 -1.0385 0.10
H -0.2334 5.1255 -2.4394 0.10
H 2.3052 4.3356 -0.9115 0.06
H 1.5161 5.9100 -0.8706 0.07
H 2.2922 5.3496 -2.3640 0.07
H 2.8947 1.4981 -0.9601 0.13
H 4.5257 1.7053 0.9575 0.08
H 4.3505 2.6410 3.5105 0.07
H 1.7040 2.9453 3.9767 0.07
O -1.3301 1.5875 1.8151 -0.18
C -2.3679 1.8214 2.7624 -0.34
C -2.8527 0.4222 3.3367 -0.72
O -2.5522 0.1518 4.5149 -0.01
O -3.4457 -0.3108 2.5163 -0.24
C -1.8884 2.7368 3.8801 -0.10
C -0.7948 2.3238 4.6398 -0.04
C -0.3284 3.0885 5.6962 -0.09
C -0.9389 4.2927 6.0171 -0.11
C -2.0181 4.7212 5.2598 -0.10
C -2.4884 3.9502 4.2036 -0.02
C -3.5167 2.4752 2.0075 -0.15
C -3.2855 3.2163 0.8552 -0.01
C -4.3313 3.8604 0.2110 -0.10
C -5.6253 3.7708 0.7050 -0.12
C -5.8664 3.0244 1.8513 -0.09
C -4.8190 2.3798 2.4941 -0.02
H -0.4139 1.9097 2.0298 0.06
H -0.3209 1.3848 4.3992 0.09
H 0.5248 2.7386 6.2672 0.09
H -0.5689 4.8917 6.8415 0.09
H -2.5055 5.6637 5.4846 0.09
H -3.3359 4.3137 3.6357 0.11
H -2.2714 3.2646 0.4781 0.11
H -4.1326 4.4383 -0.6856 0.09
H -6.4408 4.2763 0.1993 0.08
H -6.8747 2.9368 2.2399 0.09
H -5.0075 1.7813 3.3770 0.13
N -5.7549 0.6907 -3.4009 0.08
C -4.4657 0.4640 -2.8932 -0.32
C -3.9585 -0.8250 -2.7517 -0.02
C -2.6812 -0.9851 -2.2407 -0.16
N -1.8953 0.0231 -1.8776 0.04
C -2.3779 1.2507 -2.0296 -0.12
C -3.6398 1.5228 -2.5344 -0.02
H -6.3785 -0.0810 -3.2117 0.08
H -6.1507 1.5512 -3.0488 0.08
H -4.5540 -1.6968 -2.9981 0.10
H -2.2915 -1.9848 -2.0604 0.09
H -1.7381 2.0631 -1.7048 0.10
H -3.9745 2.5506 -2.6057 0.10
S 1.9182 -0.0921 5.3868 0.98
C 0.4879 -1.0011 5.6719 -0.41
C 0.0873 -1.5733 4.5082 -0.27
N 0.8877 -1.3475 3.4172 -0.05
C 1.8674 -0.5588 3.7379 -0.51
H -0.0338 -1.0160 6.6129 0.06
H -0.8239 -2.1422 4.3974 0.11
H 2.6141 -0.1970 3.0425 0.03

27
Properties=species:S:1:pos:R:3:lowdin_charge:R:1 method="wB97M-V/def2-TZVPD" e_above_lowest_ev=4.144 lumo_energy_ev=-2.78 gap_ha=0.3659 homo_ev=-12.74 charge=+1
C 1.8804 -1.6238 -0.2894 -0.08
C 2.2621 -0.5366 -1.1557 -0.08
C 1.8160 -1.4782 1.1313 -0.06
C 2.4235 0.7214 -0.5840 -0.09
C 1.9115 -0.1722 1.5825 -0.13
C 2.2614 0.9363 0.7908 -0.10
C -1.2680 -0.8368 -1.0143 0.03
C -2.9245 -0.4113 0.7373 0.06
C -1.5722 1.6053 -0.2208 -0.25
N -0.9871 0.9417 0.8938 0.18
N -1.7270 0.1428 -0.0114 -0.21
O -0.8093 1.8152 -1.3707 0.02
H 1.7995 -2.6102 -0.6719 0.09
H 2.1611 -0.5307 -2.1746 0.08
H 1.8707 -2.3513 1.7783 0.11
H 2.7596 1.5230 -1.2974 0.13
H 1.6416 0.1515 2.5943 0.12
H -1.4891 -1.9379 -0.7678 0.14
H -1.6437 -0.6295 -1.9408 0.07
H -0.1256 -0.8331 -1.1775 0.10
H -3.7609 -0.6717 0.0364 0.13
H -2.5634 -1.3035 1.1536 0.09
H -3.2256 0.3117 1.3991 0.07
H -2.4545 2.2553 -0.0415 0.19
H 0.0137 0.9252 0.8493 0.08
H 2.2043 1.8228 1.3232 0.09
H -0.4544 2.7745 -1.5521 0.20

36
Properties=species:S:1:pos:R:3:lowdin_charge:R:1 method="wB97M-V/def2-TZVPD" lumo_energy_ev="-6.14 / -6.11" s2=0.750 gap_ha="0.1220 / 0.2302" homo_ev="-9.46 / -12.37" charge=+2 multiplicity=2
K -8.3348 26.5863 8.7733 0.72
K -9.7407 20.7685 11.5521 0.92
K -6.9241 23.1274 7.5351 0.88
K -2.0422 24.2836 10.5957 0.91
K -8.7484 26.7825 13.5932 0.69
K -4.3762 27.4987 12.3118 0.80
C -4.4256 26.4669 7.0428 -0.58
F -5.4229 27.2974 7.3392 0.10
F -4.3285 25.5579 8.0950 0.02
F -4.6499 25.7454 5.9244 0.11
S -2.7186 27.4318 6.8976 0.49
O -1.7523 26.5524 6.2867 -0.32
O -2.9761 28.6780 6.1177 -0.33
O -2.3256 27.7617 8.2776 -0.39
C -5.9506 18.5367 8.0513 -0.72
F -6.8171 18.8861 7.1367 0.15
F -6.3771 17.3369 8.4749 0.14
F -4.7623 18.4835 7.5499 0.19
S -5.9795 19.7432 9.4897 0.53
O -5.1410 19.1348 10.4953 -0.27
O -5.4848 21.0221 8.9378 -0.43
O -7.4132 19.6881 9.8661 -0.39
C -6.3916 22.8364 11.7994 -0.63
F -7.5412 22.4095 11.3188 0.07
F -6.5874 22.9747 13.1243 0.13
F -5.4521 21.9711 11.4970 0.19
S -6.1084 24.6102 11.1063 0.49
O -4.7061 24.9143 11.3276 -0.46
O -6.4309 24.4698 9.6427 -0.52
O -7.0423 25.4478 11.8426 -0.47
O -8.3165 20.5480 13.9495 -0.10
H -7.6898 21.1040 14.4124 0.04
H -8.2610 19.7021 14.3942 0.06
O -2.9557 21.5083 9.5689 -0.08
H -2.4289 21.4483 8.7719 0.05
H -3.8125 21.8109 9.2679 -0.02

8
Properties=species:S:1:pos:R:3:lowdin_charge:R:1 method="wB97M-V/def2-TZVPD" e_above_lowest_ev=7.689 lumo_energy_ev="-0.59 / -0.60" gap_ha="0.2885 / 0.2852" homo_ev="-8.45 / -8.36" charge=0 smiles="OOC=C(Cl)Cl"
C -0.0526 0.0820 0.6332 -0.13
C 0.5594 -1.4670 -0.0854 -1.09
O -0.2605 2.1986 -0.3901 -0.01
O -0.6406 0.7615 -0.2502 -0.14
Cl 1.1838 -2.7122 1.0163 0.49
Cl -0.5291 -2.0354 -1.1644 0.65
H 0.6145 0.5882 1.3231 0.10
H -0.8748 2.5843 -1.0824 0.13

18
Properties=species:S:1:pos:R:3:lowdin_charge:R:1 method="wB97M-V/def2-TZVPD" e_above_lowest_ev=1.578 lumo_energy_ev=0.69 gap_ha=0.3344 homo_ev=-8.41 charge=0 smiles=OCNCCCS
C -0.7203 1.0735 0.7136 -0.23
N -1.4224 0.0878 -0.1255 -0.06
C -1.3979 -1.3307 0.1441 -0.35
O -1.6373 -2.1441 -0.9672 -0.05
C 0.7184 1.3774 0.2247 -0.25
C 1.6070 0.1333 0.2862 -0.49
S 1.6461 -0.8678 -1.3144 0.69
H -0.6709 0.7173 1.7444 0.12
H -1.3384 1.9673 0.7301 0.10
H -1.1608 0.3045 -1.0772 0.09
H -0.4169 -1.6043 0.5784 0.09
H -2.1644 -1.5796 0.8853 0.12
H -0.8681 -2.0211 -1.5548 0.05
H 0.7006 1.9253 -0.7150 0.10
H 1.1277 2.0082 1.0235 0.11
H 2.6572 0.3562 0.4395 0.06
H 1.1910 -0.5819 0.9795 0.04
H 2.1495 0.1786 -1.9952 -0.14

17
Properties=species:S:1:pos:R:3:lowdin_charge:R:1 method="wB97M-V/def2-TZVPD" e_above_lowest_ev=1.297 lumo_energy_ev=1.15 gap_ha=0.3723 homo_ev=-8.99 charge=0 smiles=CC[C@H]1NC[C@H]1F
C 0.5041 -1.7096 -0.3661 -0.11
C 1.2846 -0.4820 0.0400 -0.23
C 0.5610 0.7807 0.1377 -0.33
C -1.4610 1.0758 -0.1772 -0.16
C -0.6710 0.8473 1.0941 -0.25
H -0.2641 -2.1115 0.3135 0.07
H -0.1117 -1.5430 -1.2537 0.06
H 1.1799 -2.5790 -0.5624 0.08
H 2.1704 -0.3199 -0.6702 0.14
H 1.8406 -0.6928 0.9697 0.12
H 1.2151 1.5269 0.4456 0.11
H -0.2629 0.5858 -1.8868 0.11
H -2.1047 2.0271 -0.2400 0.13
H -2.0493 0.1567 -0.3617 0.12
H -0.6210 1.6346 1.8497 0.15
N -0.2608 1.1604 -1.0320 0.00
F -0.9494 -0.3574 1.6998 -0.01

8
Properties=species:S:1:pos:R:3:lowdin_charge:R:1 method="wB97M-V/def2-TZVPD" e_above_lowest_ev=0.000 lumo_energy_ev="-12.62 / -12.62" gap_ha="0.2539 / 0.2538" homo_ev="-19.53 / -19.52" charge=+2
O -0.7043 -0.9955 1.1238 0.06
C -1.4048 -0.2310 0.5115 -0.03
C -1.2788 0.7023 -0.4415 0.21
O 1.8946 -0.3338 0.0745 -0.43
Li 3.3444 -0.0182 -0.7950 0.86
Ga 1.0560 -1.2972 1.0982 1.05
H -1.3095 1.7479 -0.1211 0.14
H -1.5976 0.4255 -1.4504 0.14

10
Properties=species:S:1:pos:R:3:lowdin_charge:R:1 method="wB97M-V/def2-TZVPD" e_above_lowest_ev=2.903 lumo_energy_ev=-0.88 gap_ha=0.3741 homo_ev=-11.06 charge=0 smiles="O=C[C@H](F)CF"
C -0.8971 0.9466 0.7845 -0.23
C 0.1508 0.2526 -0.0285 -0.14
C -0.4334 -0.7258 -0.8602 -0.22
O -0.8669 1.7827 1.6103 0.15
F 1.0807 1.4806 -0.6148 -0.15
F 0.1304 -1.9839 -1.0921 -0.04
H 1.1612 -0.3056 0.1774 0.20
H -1.8471 0.5949 0.3102 0.12
H -0.5257 -0.2827 -1.8757 0.16
H -1.4756 -0.9739 -0.4421 0.15